Entry 1:
25
Properties=species:S:1:pos:R:3:forces:R:3 method="wB97M-V/def2-TZVPD" fmax_ev_per_a=3.86 charge=-2 s2=0.751 relative_energy_kcal_mol=18.4 total_energy_ev=-24568.2825 spin_multiplicity=2
Cl 3.5133 1.8496 -0.5312 0.3 -0.1 -0.2
C 2.3144 -2.1992 2.0432 -0.1 2.1 2.2
O 1.4657 -1.2772 1.3575 1.8 -2.2 -1.7
C 1.5512 -1.8089 0.0172 -3.1 0.5 -0.3
C 0.5446 -1.1179 -0.9329 0.0 1.8 1.3
N 0.4459 0.4172 -0.7863 0.6 -3.8 -0.5
C -0.6756 0.8857 -1.5794 1.4 0.7 -0.4
C -1.8828 1.1574 -0.7667 -0.3 0.9 2.3
O -1.6134 2.0100 0.4064 -0.7 0.5 -1.0
C -2.8473 2.5069 0.9338 0.2 -0.5 -0.2
H 3.2608 -2.4064 1.5438 -0.3 -0.4 -0.4
H 1.7899 -3.0512 2.4758 -0.1 -0.5 -0.7
H 2.6128 -1.6252 2.9204 0.2 0.0 0.4
H 1.0510 -2.7773 0.0260 0.3 -0.8 0.4
H 2.5349 -2.0355 -0.3940 0.4 1.0 0.3
H -0.4535 -1.4996 -0.7181 0.0 -0.2 -0.2
H 0.8911 -1.4095 -1.9243 -0.4 0.0 -0.5
H 1.3590 0.5574 -1.1945 0.2 1.9 0.0
H -0.9736 0.2368 -2.4029 -0.1 -0.6 -0.2
H -0.3356 1.7689 -2.1202 -0.1 0.5 0.3
H -2.2607 0.2817 -0.2392 -0.3 -0.6 -0.7
H -2.6338 1.6274 -1.4018 -0.4 -0.1 0.1
H -2.7113 2.9596 1.9159 0.4 0.0 0.0
H -3.5865 1.7136 1.0451 -0.1 -0.4 0.1
H -3.3606 3.2355 0.3062 0.2 0.3 -0.4

=====

Entry 2:
30
Properties=species:S:1:pos:R:3:forces:R:3 method="wB97M-V/def2-TZVPD" fmax_ev_per_a=3.92 charge=+2 s2=3.837 total_energy_ev=-54941.9309 spin_multiplicity=4
Cr 1.2764 -0.9545 0.6810 -1.3 -1.3 -1.6
Cs -0.5837 -5.0633 2.6690 -0.1 0.4 0.5
Cs 0.4811 -7.2594 -0.5510 0.2 -0.4 -0.5
P 0.6986 -3.0963 0.0574 2.5 2.7 1.2
O -0.2030 -2.1997 1.0036 -0.7 0.1 0.4
O 2.0355 -2.7464 0.8845 -0.1 -0.4 0.2
O 0.9787 -1.9628 -1.0191 -0.6 -0.5 0.2
O 0.3413 -4.5160 -0.0855 -0.4 -0.5 -0.6
C 0.4064 0.5202 -2.4113 0.2 0.3 -0.4
C 0.4076 1.3886 -1.1695 0.0 0.2 0.0
N 0.0338 0.7249 0.1263 0.2 0.1 0.0
C -1.3967 0.2509 0.0780 0.0 0.3 0.3
C -2.4695 1.3177 -0.1622 0.2 -0.4 0.0
C 0.1729 1.7364 1.2048 -0.1 0.0 0.4
C 1.6060 2.1122 1.5361 -0.2 0.3 0.1
H 0.4107 1.1851 -3.2781 0.1 0.1 0.1
H -0.4786 -0.0993 -2.5352 0.1 -0.1 0.2
H 1.3078 -0.0829 -2.4857 -0.2 -0.2 0.0
H 1.3834 1.8499 -1.0342 0.1 -0.2 0.0
H -0.2647 2.2368 -1.3002 -0.1 0.0 0.0
H -1.4459 -0.5323 -0.6723 0.0 -0.1 0.1
H -1.5936 -0.1660 1.0642 0.0 -0.4 -0.2
H -2.2443 1.9762 -0.9942 -0.1 0.1 0.0
H -3.3869 0.7849 -0.4125 0.0 0.0 0.0
H -2.6749 1.8889 0.7395 0.1 0.2 -0.1
H -0.2856 1.3372 2.1162 -0.1 -0.1 -0.1
H -0.4051 2.6309 0.9653 0.1 0.0 -0.2
H 2.1818 2.5012 0.7002 0.0 -0.2 -0.1
H 2.1564 1.3016 2.0335 0.1 -0.1 0.0
H 1.5540 2.9351 2.2514 0.2 -0.2 0.2